(1)
180
Properties=species:S:1:pos:R:3 method="wB97M-V/def2-TZVPD" spin_multiplicity=1 homo_lumo_gap_ev=9.36 charge=+3
Rb 30.3047 -0.8305 -4.0117
Rb 32.1865 -4.5604 -3.1359
S 30.8477 -2.1629 -1.0023
O 31.8179 -2.0226 -2.1193
O 31.3204 -1.4975 0.2185
O 29.5518 -1.5660 -1.4022
O 30.7045 -3.6104 -0.7506
C 38.9177 5.6817 -6.8541
C 39.3247 4.2408 -6.5878
C 38.1351 3.3157 -6.3292
C 38.5024 1.8425 -6.6064
P 37.3151 0.6212 -5.9902
C 35.7316 1.0850 -6.7528
C 35.6606 0.9945 -8.2675
C 34.3914 1.5663 -8.8882
C 34.4329 1.5595 -10.4122
C 37.8376 -1.0574 -6.5117
C 39.1628 -1.6879 -6.0228
C 39.3762 -1.6936 -4.5139
C 40.5638 -2.4788 -4.0106
C 37.1006 0.7983 -4.1674
C 36.1488 -0.2958 -3.6574
C 36.2695 -0.5436 -2.1365
C 34.9773 -1.1480 -1.6007
H 38.4816 5.8572 -7.8358
H 39.8487 6.2371 -6.7410
H 38.1756 5.9755 -6.1084
H 39.9189 4.2416 -5.6706
H 39.9009 3.8757 -7.4407
H 37.4093 3.4660 -7.1373
H 37.7227 3.4682 -5.3333
H 39.5128 1.6192 -6.2359
H 38.6546 1.6427 -7.6715
H 35.4048 2.0719 -6.4188
H 35.0803 0.3247 -6.3010
H 35.7086 -0.0526 -8.5826
H 36.5599 1.4636 -8.6800
H 34.2724 2.6212 -8.6184
H 33.4920 1.0796 -8.5090
H 35.0061 2.4151 -10.7886
H 33.4941 1.7839 -10.9273
H 34.8246 0.6795 -10.9237
H 37.7901 -1.0832 -7.6010
H 36.9862 -1.6389 -6.1473
H 40.0364 -1.3176 -6.5644
H 39.1294 -2.7213 -6.3835
H 38.5023 -2.1387 -4.0214
H 39.4040 -0.6565 -4.1731
H 41.3766 -2.4396 -4.7405
H 40.3525 -3.5418 -3.8897
H 40.8626 -2.0771 -3.0441
H 36.7254 1.7764 -3.8685
H 38.1119 0.6958 -3.7758
H 36.3959 -1.2807 -4.0595
H 35.1228 -0.1020 -3.9634
H 36.3642 0.4090 -1.5994
H 37.1242 -1.1006 -1.7491
H 35.0220 -1.5221 -0.5742
H 34.5073 -1.9103 -2.2226
H 34.1748 -0.4022 -1.5659
C 25.6106 0.8961 1.7235
C 26.9689 0.3036 2.0834
C 28.0953 1.0735 1.3183
C 29.4980 0.6112 1.7376
P 30.8688 1.5758 1.0455
C 30.8272 1.5924 -0.7850
C 31.2594 2.9335 -1.4162
C 31.8340 2.9285 -2.8266
C 33.1805 2.1968 -3.0004
C 30.5807 3.2911 1.6428
C 30.5943 3.3941 3.1776
C 30.7440 4.8515 3.6328
C 29.5991 5.7465 3.1898
C 32.5375 1.1266 1.6359
C 33.6999 1.6598 0.8278
C 35.0862 1.3448 1.3792
C 35.3186 2.1058 2.7066
H 25.5504 1.9436 2.0004
H 24.8296 0.3421 2.2469
H 25.4278 0.7070 0.6647
H 27.2215 -0.7392 1.8714
H 27.2164 0.4267 3.1429
H 27.8987 2.1260 1.5388
H 27.9303 0.9158 0.2499
H 29.6030 -0.4250 1.4122
H 29.5433 0.6662 2.8281
H 29.8481 1.2510 -1.1165
H 31.5341 0.8144 -1.0821
H 31.8831 3.5991 -0.8130
H 30.3407 3.5324 -1.3848
H 31.9669 3.9647 -3.1495
H 31.1094 2.5852 -3.5743
H 33.0093 1.1467 -2.7389
H 33.9426 2.6597 -2.3794
H 33.4019 2.1578 -4.0669
H 29.6530 3.6356 1.1863
H 31.4113 3.9197 1.3145
H 31.4461 2.8405 3.5783
H 29.6764 2.9759 3.5967
H 31.6751 5.3293 3.3137
H 30.7891 4.8198 4.7238
H 29.5351 5.8693 2.1078
H 29.7141 6.7047 3.6918
H 28.6469 5.2866 3.4721
H 32.4939 0.0339 1.5056
H 32.6325 1.1948 2.7225
H 33.6924 2.7378 0.6403
H 33.5487 1.1816 -0.1480
H 35.8393 1.7478 0.7014
H 35.2025 0.2685 1.5147
H 36.3738 1.9849 2.9563
H 34.7877 1.5821 3.5032
H 35.0822 3.1635 2.6330
C 31.1239 -6.1758 4.6710
C 32.0475 -5.0976 4.0952
N 31.7397 -4.5885 2.7170
C 31.7574 -5.7487 1.7660
C 30.3971 -3.8820 2.6556
C 30.3157 -2.6728 3.5677
C 32.9237 -3.6451 2.3500
C 34.1357 -4.3144 1.7512
O 34.7953 -5.1216 2.6870
C 35.9347 -5.7542 2.0963
H 30.0957 -5.8586 4.8456
H 31.4981 -6.4275 5.6648
H 31.1738 -7.1145 4.1219
H 33.0440 -5.5363 4.0593
H 32.1140 -4.2025 4.7092
H 32.6855 -6.3091 1.8085
H 31.6416 -5.2782 0.7882
H 30.9162 -6.3976 1.9934
H 29.6339 -4.6506 2.7469
H 30.4475 -3.4988 1.6326
H 30.5235 -2.8781 4.6180
H 29.2818 -2.3245 3.5789
H 30.9793 -1.9116 3.1642
H 33.1109 -3.0373 3.2295
H 32.4668 -3.0423 1.5583
H 34.8038 -3.4930 1.4547
H 33.8765 -4.7632 0.7861
H 36.2813 -6.5277 2.7745
H 36.7452 -5.0364 1.9560
H 35.7042 -6.1969 1.1256
C 30.7131 -8.2936 -1.2771
C 29.4340 -8.0796 -0.4306
C 28.5811 -6.9173 -0.9999
C 27.4938 -6.5932 0.0404
N 26.6545 -5.3597 -0.2333
C 27.5508 -4.1327 -0.3287
C 26.6873 -2.9455 0.0015
C 25.8713 -3.5243 1.1783
C 25.7110 -5.0249 0.9552
C 26.0230 -5.4325 -1.5865
H 30.5201 -8.3584 -2.3486
H 31.1978 -9.2248 -0.9893
H 31.3548 -7.4400 -1.0538
H 29.8145 -7.7745 0.5419
H 28.9071 -9.0272 -0.5104
H 28.1043 -7.2327 -1.9304
H 29.1608 -6.0512 -1.3578
H 27.8719 -6.5881 1.0603
H 26.7515 -7.3928 -0.0154
H 28.0786 -4.0526 -1.2737
H 28.3390 -4.1893 0.4211
H 25.9941 -2.5862 -0.7557
H 27.3613 -2.1503 0.3080
H 24.9621 -2.9668 1.3997
H 26.4112 -3.4208 2.1266
H 24.6945 -5.2221 0.6178
H 25.9432 -5.6200 1.8308
H 25.4533 -4.5411 -1.8441
H 25.2431 -6.1964 -1.5459
H 26.7491 -5.6514 -2.3562
As 33.5343 -2.1094 -6.2146
F 33.8876 -3.7268 -5.5201
F 35.2609 -1.8069 -6.1561
F 33.2566 -0.5169 -6.8921
F 31.8486 -2.5570 -6.2174
F 33.2989 -1.3791 -4.6310
F 33.7785 -2.7447 -7.7979


(2)
15
Properties=species:S:1:pos:R:3 method="wB97M-V/def2-TZVPD" spin_multiplicity=1 homo_lumo_gap_ev=9.28 charge=0
C -0.6553 -1.5026 0.7092
N 0.2802 -0.8311 -0.1869
C 0.0466 -0.9505 -1.5995
C 1.0236 0.2841 0.2581
C 0.4997 1.4917 0.4917
O -0.8797 1.6885 0.5177
H -0.4720 -1.0911 1.7004
H -0.3499 -2.5504 0.7247
H -1.7015 -1.3454 0.4423
H 0.9244 -1.2576 -2.1812
H -0.3254 -0.0393 -2.0905
H -0.6194 -1.7904 -1.8121
H 2.0835 0.1214 0.4388
H 1.1970 2.2262 0.8827
H -0.6635 1.2473 -0.3557


(3)
21
Properties=species:S:1:pos:R:3 method="wB97M-V/def2-TZVPD" s_squared=0.75 spin_multiplicity=2 homo_lumo_gap_ev="2.87 / 9.38" charge=-1
N 0.6355 0.5786 2.3142
C -0.2526 0.1031 1.1671
C 0.3032 0.2564 -0.1869
N -0.2392 -0.8543 -0.9613
C 0.7241 -1.0514 -2.1898
H 0.7192 0.0327 3.1247
H 1.5456 0.8948 2.2011
H -0.3756 -0.9770 1.4393
H -1.2736 0.6038 1.1646
H 0.0320 1.3208 -0.6830
H 1.4727 0.1166 -0.1981
H -1.1030 -0.5166 -1.4782
H 1.1402 -0.1219 -2.5734
H 1.5941 -1.6000 -1.7357
H 0.3066 -1.6359 -2.9877
H -1.5818 -3.3228 0.7178
H -1.1524 -2.2297 -0.3009
O -1.9295 -2.8446 -0.0594
H -0.1651 3.0547 0.0055
H 0.0973 4.2522 0.9784
O -0.4976 3.9404 0.2418


(4)
17
Properties=species:S:1:pos:R:3 method="wB97M-V/def2-TZVPD" spin_multiplicity=1 homo_lumo_gap_ev=9.42 charge=0
C 1.9982 -1.6958 -1.5000
C -2.9072 0.6008 1.5890
C 2.6508 -1.3920 -0.3796
C -1.8407 -0.0346 1.1405
N -1.0603 0.1930 -1.7133
N 0.0114 2.1278 0.5074
Si -0.8508 0.8185 -0.2510
H 2.3208 -2.4418 -2.1602
H 1.0228 -1.4103 -1.6986
H -3.3857 0.1615 2.4728
H -3.2044 1.4984 1.1632
H 3.6754 -1.7879 -0.0331
H -1.2772 -0.8076 1.5064
H -0.3042 -0.0408 -2.3010
H 2.1847 -0.7091 0.4709
H 0.8054 1.9275 1.1235
H 0.1611 2.9924 0.0631


(5)
13
Properties=species:S:1:pos:R:3 method="wB97M-V/def2-TZVPD" spin_multiplicity=1 homo_lumo_gap_ev=10.63 charge=0
O -1.7827 -0.3371 -1.4041
C -0.8186 0.1105 -1.9777
C -0.3764 0.7583 1.5007
C 0.9148 0.4299 1.5003
C 1.7127 0.5170 0.3075
N 2.3437 0.5817 -0.6625
H -0.6958 -2.0971 -0.2599
H -0.8422 1.1094 -2.4544
H 0.1395 -0.4365 -2.0399
H -0.9701 0.6730 2.4045
H -0.8826 1.1029 0.6051
H -0.1596 -2.4805 0.0885
H 1.4175 0.0684 2.3920


(6)
51
Properties=species:S:1:pos:R:3 method="wB97M-V/def2-TZVPD" spin_multiplicity=1 homo_lumo_gap_ev=8.42 charge=0
C -2.9879 -4.6197 2.5236
C -2.4378 -4.0019 1.2437
C -3.0401 -2.6239 0.9746
H -2.8801 -1.9752 1.8381
H -4.1204 -2.7292 0.8495
C -2.4696 -1.9800 -0.2873
C -1.0087 -1.6283 -0.2537
C -0.3386 -1.4703 -1.4649
C 0.9791 -1.0723 -1.5070
C 1.6889 -0.8406 -0.3289
C 1.0480 -1.0554 0.8858
C -0.2896 -1.4180 0.9140
H -0.7589 -1.5513 1.8763
H 1.5923 -0.9939 1.8173
N 3.0281 -0.4312 -0.4397
C 3.6590 0.6164 0.1563
N 3.1617 1.1226 1.3064
H 2.2442 0.7940 1.5765
C 3.4788 2.4647 1.7365
H 4.2864 2.8202 1.0918
H 3.8475 2.4382 2.7661
C 2.2438 3.3882 1.6444
C 1.3362 2.9433 0.5310
C 0.0881 2.4028 0.8225
C -0.7201 1.9084 -0.1863
C -0.2628 1.9398 -1.4856
C 0.9719 2.4708 -1.8023
C 1.7698 2.9776 -0.7926
H 2.7412 3.3864 -1.0267
H 1.2969 2.4670 -2.8300
S -1.3114 1.3394 -2.7877
O -2.4528 0.6765 -2.2221
O -0.5343 0.6711 -3.7892
N -1.8347 2.7988 -3.4493
H -1.5982 2.8748 -4.4252
H -2.8190 2.9464 -3.2981
H -1.6891 1.4826 0.0159
H -0.2546 2.3683 1.8468
H 2.5821 4.4112 1.4760
H 1.6945 3.3635 2.5870
S 5.0499 1.1823 -0.5403
H 3.4674 -0.6826 -1.3176
H 1.4642 -0.9312 -2.4612
H -0.8642 -1.6427 -2.3905
H -2.6396 -2.6505 -1.1330
H -3.0150 -1.0577 -0.5128
H -1.3516 -3.9186 1.3156
H -2.6606 -4.6585 0.3998
H -2.7544 -3.9936 3.3825
H -4.0692 -4.7247 2.4632
H -2.5567 -5.6039 2.6910


(7)
19
Properties=species:S:1:pos:R:3 method="wB97M-V/def2-TZVPD" spin_multiplicity=1 homo_lumo_gap_ev="7.66 / 7.66" charge=0
C 1.7650 1.5470 0.9675
C -1.3730 -1.0116 -1.9326
N 0.9431 0.9008 -0.0544
C 1.2021 -0.6548 -0.5229
C -0.1380 -0.3972 0.2500
C -1.3847 -0.3151 -0.6033
C -0.2765 -0.8018 1.5603
N -2.4125 0.3264 -0.2249
O 2.2577 -1.1743 -0.4119
H 0.4036 1.5324 -0.6367
H -2.2673 0.7272 0.7054
H 2.2491 2.4239 0.5365
H 2.5415 0.8493 1.2819
H 1.1675 1.8377 1.8317
H -1.0561 -2.0502 -1.8119
H -0.6583 -0.5422 -2.6135
H -2.3645 -0.9686 -2.3775
H 0.5845 -0.9189 2.2023
H -1.1830 -1.3104 1.8542


(8)
9
Properties=species:S:1:pos:R:3 method="wB97M-V/def2-TZVPD" spin_multiplicity=1 homo_lumo_gap_ev=9.77 charge=0
C -0.2365 0.0613 -0.1318
C 0.9517 1.0620 0.0136
C 1.8290 -0.2426 0.0628
H 0.9179 1.5537 0.8471
H 1.1618 1.6787 -0.9652
H 2.2543 -0.4022 1.0790
H 2.8820 -0.3624 -0.5650
O 0.6764 -0.9431 -0.0787
S -1.7432 -0.0130 0.0354


(9)
52
Properties=species:S:1:pos:R:3 method="wB97M-V/def2-TZVPD" spin_multiplicity=1 homo_lumo_gap_ev=9.09 charge=+1
C -0.7956 -0.9485 3.8011
C -0.1571 0.4479 4.2777
C 0.8169 1.1529 3.1957
C 0.0888 1.6837 1.8574
C -1.5212 1.8773 2.0110
C 0.4442 0.8789 0.5099
C -0.2892 -0.5742 0.2493
C 0.7551 -1.6298 0.8390
N 1.8514 -2.0855 -0.0665
C -0.5706 -0.3962 -1.3215
C -1.0713 -1.5861 -2.2645
C -1.0853 -3.0619 -1.6487
C 0.0631 -3.9399 -2.3925
Cl 0.6477 -5.3731 -1.3916
C 0.6936 0.5313 -1.8025
S 0.9612 0.8362 -3.5973
O -0.2882 1.3713 -4.2710
O 1.5136 -0.4008 -4.2807
F 2.1601 2.0210 -3.8148
N 0.5679 1.6556 -0.8091
C -0.3463 2.8092 -1.0630
C 0.2247 3.8524 -2.1739
O 1.3917 4.3015 -2.1222
F -0.6612 4.3022 -3.2132
H -1.3488 -1.3858 4.7231
H -0.0104 -1.7383 3.5120
H -1.6037 -0.8443 2.9825
H 0.5101 0.1936 5.1943
H -0.9608 1.1596 4.6738
H 1.7496 0.4977 2.9776
H 1.2418 2.0874 3.7387
H 0.4879 2.7649 1.6906
H -1.8103 2.2884 3.0480
H -2.1153 0.9188 1.8236
H -1.9300 2.6564 1.2594
H 1.5562 0.5984 0.6929
H -1.2623 -0.7860 0.8105
H 1.2702 -1.2849 1.8187
H 0.1614 -2.5794 1.1474
H 2.5900 -1.3517 0.0186
H 1.5740 -2.1021 -1.0600
H -1.4902 0.3167 -1.3180
H -0.4769 -1.6339 -3.2614
H -2.1553 -1.3399 -2.5949
H -2.0870 -3.5462 -1.9791
H -1.0677 -3.1408 -0.5114
H 0.9322 -3.2876 -2.7942
H -0.4463 -4.3664 -3.3420
H 1.7178 0.0818 -1.4881
H 1.5083 2.1127 -0.7418
H -0.5154 3.4828 -0.1341
H -1.4129 2.5029 -1.3946


(10)
29
Properties=species:S:1:pos:R:3 method="wB97M-V/def2-TZVPD" spin_multiplicity=1 homo_lumo_gap_ev=9.91 charge=+2
C 1.7666 -1.1746 0.1760
C -2.4419 -1.1292 -0.6523
C -2.8241 0.1123 0.1418
C 2.6806 0.5800 -1.0579
C -0.9408 -1.3147 -0.3190
C -1.6030 0.9833 -0.0355
C 1.7707 1.2899 -0.0214
C 0.3801 0.3933 1.8504
N 2.6187 -0.8241 -0.7844
N -0.4169 0.0851 -0.4926
N 0.9422 0.2907 0.5322
O 1.5401 -2.1515 0.7815
H -2.9634 -2.0257 -0.3241
H -2.6674 -0.8411 -1.7345
H -3.7847 0.5734 -0.3554
H -3.0013 -0.1504 1.1843
H 2.2392 0.8542 -2.1728
H 3.6572 0.9321 -0.9756
H -0.9969 -1.6111 0.6902
H -0.4237 -2.0121 -0.8819
H -1.7188 1.4975 -1.0336
H -1.4009 1.6230 0.7861
H 2.3730 1.6809 0.8966
H 1.3743 2.2814 -0.4818
H 0.3929 1.3482 2.3580
H -0.6573 0.1410 1.9078
H 0.8727 -0.2833 2.5980
H 3.4020 -1.4400 -1.1206
H -0.1693 0.2917 -1.4596


(11)
64
Properties=species:S:1:pos:R:3 method="wB97M-V/def2-TZVPD" s_squared=15.76 spin_multiplicity=8 homo_lumo_gap_ev="5.88 / 7.39" charge=-2
Eu -0.0598 -1.6312 -0.5481
C -2.1653 -3.0339 2.4396
C -1.0958 -2.0155 2.8715
C -0.2534 -1.8905 3.9911
C 0.5264 -0.7224 3.7819
C 1.6291 -0.1640 4.5866
N 0.1167 -0.2579 2.5516
N -0.8156 -1.0496 1.9977
B 0.7476 0.8918 1.7097
N 2.0597 0.4174 0.9605
N 2.0455 -0.7352 0.2833
C 3.2539 -0.9509 -0.2073
C 3.5252 -2.0559 -1.1414
C 4.0746 0.1161 0.2202
C 3.2637 0.9578 0.9328
C 3.5522 2.3447 1.4892
N -0.3809 1.5465 0.7475
N -0.6587 0.9588 -0.4608
C -1.8701 1.3173 -0.7714
C -2.5219 0.7146 -1.9484
C -2.4152 2.1684 0.1875
C -1.4630 2.2781 1.1503
C -1.3827 3.2236 2.3044
H -2.9125 -3.1966 3.2532
H -2.6960 -2.5827 1.6012
H -1.7208 -4.0115 2.1840
H -0.2010 -2.5040 4.8741
H 1.5874 -0.6505 5.5695
H 2.6248 -0.2402 4.1585
H 1.4398 0.9095 4.6191
H 1.0822 1.7439 2.5241
H 4.5629 -2.0151 -1.5118
H 3.2926 -3.0143 -0.7054
H 2.9264 -1.8320 -2.0216
H 5.1612 0.1975 0.0624
H 4.4819 2.7270 1.1254
H 2.8458 3.0915 1.1563
H 3.5900 2.2166 2.6284
H -2.0764 -0.2208 -2.2630
H -3.5817 0.5511 -1.7420
H -2.4142 1.3662 -2.7870
H -3.4259 2.5651 0.1638
H -2.4205 3.5013 2.4701
H -1.0167 2.7286 3.1944
H -0.8044 4.0829 2.0636
N 1.3885 2.8888 -1.7485
H 1.1106 1.9329 -1.5579
H 2.0976 2.7506 -2.5020
H 0.6059 3.3085 -2.2554
Cl -2.8662 -2.4576 -3.8681
C -3.4579 -3.5304 -2.5752
Cl -2.4157 -4.9888 -2.4079
Cl -5.0552 -4.1209 -2.9941
C -3.4881 -2.6923 -1.1935
O -4.5307 -2.5324 -0.6008
O -2.3651 -2.2486 -0.8763
Cl 0.8759 -4.5021 -0.4982
N 0.5182 -0.5606 -3.1388
C 0.1352 0.1926 -3.9303
C -0.3697 1.1943 -4.7596
C 0.3611 2.3884 -5.0438
N 0.9641 3.3406 -5.4041
C -1.4018 0.9976 -5.7554
N -2.1443 0.7977 -6.6355